Density functional theory data (wB97M-V/def2-TZVPD) for a single C4H7NO3 molecule.

Results
Orbital gap in eV: 10.3169
Net charge: 0
ΔE to the lowest compared entry with this formula, charge and spin in kJ/mol: 497.4
E_LUMO in eV: 0.51
HOMO energy in eV: -9.81
Total energy in eV: -11890.1227

XYZ file:
```
15
Properties=species:S:1:pos:R:3:forces:R:3:nbo_charge:R:1
C 0.3403 0.6271 -0.6843 0.33 -2.08 4.95 -0.16
C -0.9859 0.0087 -0.6305 -3.63 -0.20 0.58 0.03
C -1.2461 -0.9302 0.4415 -2.91 0.46 0.66 -0.17
C 1.4029 -0.5267 -0.3268 -1.64 1.53 1.25 0.83
H 0.3147 1.6418 1.1755 -0.55 -0.31 0.58 0.37
H -0.2108 2.5347 -0.2286 1.71 -1.67 1.67 0.37
H 0.4953 0.9245 -1.6084 1.52 1.41 -4.46 0.21
H -1.9938 0.6928 -0.7346 2.79 -1.41 -0.71 0.19
H -0.3675 -1.1793 1.0822 -2.58 -0.26 -0.70 0.26
H -2.3301 -0.6846 0.9850 2.51 -1.64 -1.86 0.17
H 1.7840 -1.6037 1.4564 0.07 0.47 -1.37 0.52
N 0.4636 1.7902 0.2038 -1.00 1.80 -2.79 -0.83
O -1.0860 -1.3983 -1.0492 -0.89 2.14 2.80 -0.51
O 1.1086 -1.1144 0.9303 2.87 0.55 -0.02 -0.77
O 2.3108 -0.7827 -1.0123 1.42 -0.79 -0.59 -0.52
```
Forces are in eV/Å.



Density functional theory data (wB97M-V/def2-TZVPD) for 2 unconnected molecules or ions with the total composition C3H12N2O2.

Results
Orbital gap in eV: 9.4436
Net charge: 0
ΔE to the lowest compared entry with this formula, charge and spin in kJ/mol: 186.0
E_LUMO in eV: 0.61
HOMO energy in eV: -8.83
Total energy in eV: -10379.6217

XYZ file:
```
19
Properties=species:S:1:pos:R:3:forces:R:3:nbo_charge:R:1
C 0.3567 -0.3051 -0.1983 -1.35 -1.10 -1.42 -0.25
C 1.8270 -0.0419 -0.4603 0.35 -1.10 0.04 -0.07
O 2.4201 0.4475 0.7301 -0.05 0.51 -0.33 -0.73
N 0.0987 -1.0380 1.0297 0.38 0.18 0.29 -0.68
C -1.2278 -1.2412 1.5634 -0.50 0.37 1.67 -0.04
N -2.1136 -0.0777 1.5893 -0.19 0.64 -1.59 -0.82
H -0.2837 0.5798 -0.1777 0.68 0.49 0.30 0.19
H -0.0530 -0.7573 -1.1291 0.24 -0.47 0.30 0.17
H 1.8938 0.5834 -1.3657 0.20 0.43 0.72 0.19
H 2.4031 -0.9739 -0.7464 -0.91 0.51 0.22 0.15
H 1.7930 0.1419 1.4051 0.24 0.19 0.21 0.48
H 0.6318 -1.8719 1.2375 0.32 0.14 -0.61 0.38
H -1.7961 -2.1059 1.2142 0.04 -0.02 -0.74 0.15
H -1.0937 -1.4642 2.6317 0.36 -0.22 -0.17 0.17
H -1.6249 0.7600 1.2690 0.34 -0.11 0.77 0.35
H -2.7809 -0.1372 0.8195 -0.17 -0.40 0.28 0.35
H -0.8588 2.4485 -3.4007 -0.31 -0.44 -0.17 0.46
H 0.4111 2.9456 -2.8880 0.50 -0.17 0.16 0.47
O -0.0028 2.1077 -3.1234 -0.18 0.59 0.05 -0.93
```
Forces are in eV/Å.